A molecular structure, C28H41GeN4NiOP, computed with ωB97M-V with the def2-TZVPD basis set.

The geometry in XYZ format:
```
77
C28H41GeN4NiOP (ωB97M-V with the def2-TZVPD basis set)
Ni 1.20029 0.57894 0.35947
C -2.08564 -2.34672 3.67691
C -2.64823 -1.14618 3.27149
C -1.84834 -0.13516 2.76434
C -0.47244 -0.32422 2.66207
C 0.09405 -1.51921 3.08395
C -0.71110 -2.52752 3.59035
N 0.32613 0.68955 2.05990
C 0.23439 1.94886 2.47402
C -0.26988 2.40376 3.73260
C -0.24521 3.73290 4.01104
C 0.24939 4.70323 3.08119
C 0.73918 4.32502 1.87234
C 0.72721 2.94359 1.56007
N 1.13902 2.40105 0.40734
N 1.58199 3.10615 -0.59692
C 2.01690 2.27977 -1.59425
C 2.55965 2.78717 -2.78070
C 2.93791 1.89700 -3.75953
C 2.78028 0.52366 -3.54496
C 2.25561 0.09157 -2.34701
N 1.87051 0.94674 -1.38656
H -2.71175 -3.13128 4.07167
H -3.71438 -0.99316 3.35120
H -2.29491 0.79278 2.43778
H 1.16602 -1.63710 3.03749
H -0.26819 -3.45108 3.93273
H -0.62196 1.68628 4.45494
H -0.59372 4.07671 4.97419
H 0.23955 5.74537 3.35504
H 1.12321 5.03688 1.15945
H 2.66582 3.85491 -2.89412
H 3.34943 2.25846 -4.69071
H 3.06230 -0.19629 -4.29745
H 2.10288 -0.95011 -2.12367
C -2.71693 -3.72649 -1.36882
C -1.24458 -3.37432 -1.49493
C -0.99452 -1.88588 -1.73273
C -1.45033 -1.03715 -0.55242
Ge -1.12037 0.87581 -0.69645
C -1.11099 1.65004 -2.48313
C -2.47468 1.36805 -3.16087
C -3.52649 2.44631 -2.93440
C -3.94655 2.59609 -1.48392
H -2.85273 -4.79938 -1.25333
H -3.27144 -3.41900 -2.25576
H -3.17664 -3.25003 -0.50312
H -0.80109 -3.93786 -2.31967
H -0.71266 -3.67914 -0.58688
H -1.50644 -1.57012 -2.64798
H 0.07295 -1.72643 -1.90172
H -1.04023 -1.41018 0.38645
H -2.54006 -1.07116 -0.42749
H -1.67373 1.74407 0.43031
H -0.31294 1.18921 -3.06232
H -0.91771 2.72315 -2.42936
H -2.87685 0.39935 -2.84067
H -2.28837 1.25856 -4.23098
H -4.39883 2.19993 -3.54420
H -3.15313 3.39990 -3.31180
H -4.22603 1.63215 -1.04917
H -4.81061 3.24927 -1.38801
H -3.15682 3.03970 -0.87224
C 2.25982 -3.83898 0.83471
P 2.90247 -2.18003 0.64751
C 3.81788 -1.74334 2.13207
C 4.09913 -2.20519 -0.69311
O 1.73626 -1.22788 0.38777
H 3.06094 -4.52990 1.08221
H 1.78606 -4.16200 -0.09254
H 1.51680 -3.85288 1.63092
H 4.80099 -2.20805 2.11751
H 3.29735 -2.07577 3.02677
H 3.94782 -0.66102 2.18261
H 4.90096 -2.89820 -0.44791
H 4.53022 -1.21491 -0.84070
H 3.63606 -2.53863 -1.61789
```

Calculated values
Net charge   +2
ΔE to the lowest compared entry with this formula, charge and spin   0.161 eV
Orbital gap (spin up / spin down)   5.49 / 5.83 eV

Atomic partial charges in e from the Mulliken method, atoms 1 to 6: atom 1 (Ni): -0.72, atom 2 (C): -0.63, atom 3 (C): -1.04, atom 4 (C): 0.68, atom 5 (C): -1.10, atom 6 (C): 0.00

=====

2 unconnected molecules or ions with the total composition C28H41I4NO5P at a distorted geometry, computed with ωB97M-V with the def2-TZVPD basis set.

The geometry in XYZ format:
```
80
C28H41I4NO5P (ωB97M-V with the def2-TZVPD basis set)
C 3.71463 2.67372 -1.79400
C 4.06138 1.21100 -1.79207
I 5.98316 0.73329 -2.60802
C 3.29097 0.21250 -1.34935
I 1.40521 0.64711 -0.50592
C 3.76216 -1.20598 -1.43782
C 4.62732 -1.64657 -0.45409
C 5.10203 -0.77819 0.68572
C 5.08999 -2.95844 -0.50459
C 4.68954 -3.76319 -1.56055
C 5.19109 -5.20074 -1.62673
I 3.76692 -6.52541 -2.59165
C 6.63975 -5.39998 -2.22278
C 7.57817 -5.84779 -1.06731
I 7.44005 -3.58567 -3.08306
C 3.85807 -3.24383 -2.50509
N 3.36905 -1.99655 -2.46086
C 2.44892 -1.58400 -3.54175
C 0.94820 -1.94242 -3.32896
C 0.68786 -2.90011 -2.15787
O 0.18645 -0.74931 -3.30208
C -1.18950 -0.96124 -3.57834
C -2.05905 -1.09905 -2.33471
C -2.10265 -0.13446 -1.34463
C -2.87061 -0.29608 -0.20723
C -3.61708 -1.44491 -0.04840
C -3.62916 -2.41390 -1.03678
C -2.85265 -2.21711 -2.15472
H 3.00376 2.95426 -1.01313
H 3.24374 2.91820 -2.75761
H 4.61019 3.29255 -1.69098
H 5.98697 -0.19137 0.41558
H 4.29744 -0.13511 1.05783
H 5.40077 -1.40175 1.53724
H 5.76462 -3.30287 0.27552
H 5.20923 -5.54435 -0.58951
H 6.58230 -6.16832 -2.99398
H 7.91387 -4.94286 -0.55162
H 8.41811 -6.40603 -1.48966
H 7.06750 -6.50539 -0.35500
H 3.53849 -3.85126 -3.34633
H 2.80369 -2.10119 -4.43872
H 2.56191 -0.51893 -3.76415
H 0.64895 -2.47378 -4.25070
H -0.35779 -3.19043 -2.05454
H 1.04812 -2.43291 -1.23204
H 1.25194 -3.83077 -2.32485
H -1.37362 -1.87448 -4.16963
H -1.58135 -0.13939 -4.19133
H -1.52889 0.78679 -1.43888
H -2.86834 0.50271 0.54836
H -4.18833 -1.56439 0.86913
H -4.22964 -3.30593 -0.88325
H -2.81830 -2.97748 -2.93869
O -4.22582 3.03171 1.70287
P -4.04280 3.65828 3.06386
O -5.61774 3.46241 3.55361
C -6.16364 2.14595 3.59549
C -5.67422 1.36030 4.80184
O -4.06198 5.23271 2.56783
C -3.49930 5.60767 1.30727
C -4.58761 5.79105 0.26706
O -3.59577 4.11784 4.57273
C -4.33059 5.11318 5.31288
C -5.18949 4.49030 6.39281
H -5.92848 1.60761 2.67445
H -7.24842 2.25209 3.63587
H -4.58257 1.36722 4.86384
H -6.01750 0.32622 4.74708
H -6.05307 1.79470 5.72613
H -2.75721 4.87944 0.97899
H -2.97396 6.55259 1.46014
H -5.28960 4.95780 0.27138
H -4.15907 5.88716 -0.73146
H -5.16763 6.69035 0.48237
H -4.93286 5.74256 4.66383
H -3.57715 5.75088 5.77743
H -6.10089 4.06954 5.97190
H -5.48849 5.24659 7.12037
H -4.65968 3.68569 6.90398
```

Calculated values
Net charge   +1
Orbital gap   7.47 eV

Atomic partial charges in e from the Mulliken method, atoms 1 to 6: atom 1 (C): -1.32, atom 2 (C): 0.38, atom 3 (I): 0.10, atom 4 (C): -1.10, atom 5 (I): 0.26, atom 6 (C): -0.25

=====

A molecular structure, C28H41N7O2Pb, computed with ωB97M-V with the def2-TZVPD basis set.

The geometry in XYZ format:
```
79
C28H41N7O2Pb (ωB97M-V with the def2-TZVPD basis set)
Pb -0.23642 -1.03028 -1.37755
C -0.41078 1.53899 -3.97652
C 0.06531 2.60129 -2.98194
C 0.93099 2.04850 -1.84291
N 0.13451 1.35378 -0.82749
C -0.34873 2.03637 0.16400
C -0.10254 3.43413 0.41863
C -1.00944 4.38907 0.79056
C -2.39032 4.22303 0.96413
C -3.03222 3.00928 1.09893
C -2.48000 1.74051 1.30190
C -1.15139 1.34362 1.19084
N -0.61269 0.28528 1.85651
C 0.81896 0.19624 2.23559
C 2.03209 0.22918 1.28861
C 2.46759 -1.07329 0.59316
N 2.03392 -1.12272 -0.79076
C 2.90085 -1.52022 -1.72043
C 4.03076 -2.30042 -1.40109
C 5.18266 -2.60734 -2.12175
C 5.62613 -2.10719 -3.32533
C 4.92176 -1.21465 -4.13609
C 3.61424 -0.80265 -4.04905
C 2.57142 -1.14724 -3.12830
N 1.30515 -1.00121 -3.38937
C 0.86014 -0.59509 -4.70894
C 0.71619 0.92849 -4.83684
H -1.16293 1.98654 -4.62721
H -0.93318 0.74828 -3.43030
H -0.79780 3.10672 -2.54069
H 0.64230 3.35751 -3.52111
H 1.50667 2.86841 -1.41481
H 1.65110 1.32655 -2.23764
H 0.90137 3.77538 0.19206
H -0.62679 5.40103 0.87357
H -2.99343 5.12018 1.02859
H -4.11125 3.05175 1.19990
H -3.16696 0.96620 1.60946
H 0.87486 -0.74213 2.77658
H 0.99465 0.99576 2.96014
H 2.85122 0.51716 1.95109
H 1.95933 1.00919 0.53871
H 2.11486 -1.94308 1.16581
H 3.55913 -1.10136 0.62856
H 3.97904 -2.76575 -0.42487
H 5.85402 -3.30226 -1.62667
H 6.61392 -2.40173 -3.65915
H 5.47294 -0.81659 -4.98188
H 3.30038 -0.12499 -4.83277
H -0.11949 -1.05178 -4.88593
H 1.53033 -0.96518 -5.48981
H 0.53822 1.16068 -5.88907
H 1.67369 1.38893 -4.57396
C -4.58006 -1.73586 0.77214
O -3.58506 -1.53916 1.76609
C -2.25403 -1.43363 1.25973
O -2.14067 -0.81827 0.12797
N -1.78359 -2.83556 1.20507
N -0.38768 -2.84134 0.96148
H -5.53744 -1.55394 1.25816
H -4.55501 -2.75963 0.38945
H -4.44380 -1.04545 -0.05719
H -1.98602 -3.28096 2.09105
H -0.11798 -3.75975 0.63824
H 0.12984 -2.62011 1.81046
C -0.86857 -0.07608 4.73734
C -1.96134 -0.58942 3.78960
C -2.33744 -1.99376 4.27950
C -3.17031 0.34123 4.00994
N -1.44453 -0.72262 2.38497
H -1.26743 -0.10055 5.75187
H -0.59558 0.95691 4.51426
H 0.02508 -0.69800 4.72364
H -2.65570 -1.93158 5.32213
H -1.47143 -2.66103 4.22825
H -3.16141 -2.41013 3.70279
H -3.41799 0.33896 5.07504
H -4.04263 0.00297 3.45257
H -2.93360 1.36587 3.72840
```

Calculated values
ΔE to the lowest compared entry with this formula, charge and spin   0.101 eV
Orbital gap   7.32 eV

Atomic partial charges in e from the Mulliken method, atoms 1 to 6: atom 1 (Pb): 1.26, atom 2 (C): -0.31, atom 3 (C): -1.37, atom 4 (C): -1.02, atom 5 (N): 0.45, atom 6 (C): 0.09